*P*
Entry from the OMol25 dataset: a cluster of 2 separate species, C5H11NO4 in total (ωB97M-V/def2-TZVPD).

Geometry (Å):
C 0.679 2.032 -1.622
C -1.363 0.767 -0.915
O -0.162 0.882 -1.698
O -1.373 1.659 0.104
O -2.382 0.227 -1.296
H -2.292 1.608 0.432
H 1.651 1.717 -1.230
H 0.823 2.410 -2.638
H 0.294 2.849 -1.004
C -0.937 -2.195 1.046
C 1.485 0.054 1.238
N -0.343 -1.214 0.153
C 1.071 -0.996 0.243
O 1.852 -1.800 -0.240
H -0.500 -1.570 -0.787
H -0.891 -3.171 0.553
H -1.990 -1.946 1.196
H -0.406 -2.242 1.998
H 2.332 0.610 0.828
H 0.666 0.738 1.464
H 1.788 -0.419 2.175

Values from the calculation:
frontier orbital gap	10.0	eV
molar mass	149.15	g mol⁻¹
SMILES	CNC(C)=O.COC(=O)O
multiplicity	1

Here are the natural (NBO) charges for atoms 1 to 8, given in e: -0.253, 1.026, -0.554, -0.708, -0.625, 0.507, 0.181, 0.194

=====

*Q*
Entry from the OMol25 dataset: a structure of composition C5H11NO4 (ωB97M-V/def2-TZVPD).

Geometry (Å):
C -1.214 0.035 0.704
C 0.136 -0.684 0.552
C 0.621 -0.348 -1.871
C -1.077 1.543 0.837
N 1.022 -0.109 -0.473
C 2.506 -0.521 -0.222
O -2.076 -0.188 -0.405
O -1.764 -0.557 1.869
O 2.971 0.643 0.077
O 2.936 -1.630 -0.324
H -2.254 -1.137 -0.452
H -2.614 -0.135 2.045
H 1.757 0.926 -0.152
H -0.039 -1.744 0.344
H 0.651 -0.617 1.511
H -0.365 0.070 -2.051
H 0.608 -1.423 -2.075
H 1.350 0.127 -2.527
H -0.418 1.786 1.670
H -0.677 1.979 -0.077
H -2.060 1.981 1.020

Values from the calculation:
frontier orbital gap	10.6	eV
molar mass	149.15	g mol⁻¹
multiplicity	1

Here are the natural (NBO) charges for atoms 1 to 8, given in e: 0.495, -0.255, -0.423, -0.651, -0.540, 0.890, -0.731, -0.722

=====

Q: What are the energies relative to the best structure? A: *P* 0.0; *Q* 1.5, in kcal/mol.

=====

*P*
Entry from the OMol25 dataset: a cluster of 2 separate species, C3H9NO in total (ωB97M-V/def2-TZVPD).

Geometry (Å):
C -2.779 -0.087 -1.399
C -2.608 -0.362 -0.064
H -2.569 0.884 -1.833
H -2.707 -0.887 -2.133
H -2.768 0.460 0.624
H -2.253 -1.338 0.274
N 1.601 -0.438 -0.138
C 1.912 0.606 0.833
O 3.206 0.485 1.365
H 1.539 -1.357 0.283
H 0.650 -0.269 -0.466
H 1.213 0.539 1.677
H 1.759 1.556 0.320
H 3.803 0.207 0.657

Values from the calculation:
net charge	-1
frontier orbital gap (alpha / beta)	2.8 / 8.3	eV
molar mass	75.11	g mol⁻¹
multiplicity	2
<S²>	0.75

Here are the natural (NBO) charges for atoms 1 to 8, given in e: -0.631, -0.704, 0.169, 0.152, 0.167, 0.145, -0.924, -0.049

=====

*Q*
Entry from the OMol25 dataset: a cluster of 2 separate species, C3H9NO in total (ωB97M-V/def2-TZVPD).

Geometry (Å):
N -2.040 0.547 0.588
C -1.632 -0.045 1.887
C 0.469 0.882 2.977
C -0.185 -0.134 2.230
H -2.030 1.559 0.578
H -1.621 0.240 -0.276
H -2.087 -1.052 1.901
H -2.134 0.571 2.636
H 1.246 0.609 3.692
H -0.014 1.857 3.059
H 0.430 -0.818 1.630
H 3.170 -0.369 -6.444
H 3.203 -1.359 -5.257
O 2.747 -1.159 -6.086

Values from the calculation:
net charge	-1
frontier orbital gap (alpha / beta)	1.9 / 4.8	eV
molar mass	75.11	g mol⁻¹
multiplicity	2
<S²>	0.75

Here are the natural (NBO) charges for atoms 1 to 8, given in e: -0.931, -0.284, -0.733, -0.462, 0.334, 0.336, 0.149, 0.168

=====

Q: What are the energies relative to the best structure? A: *P* 0.0; *Q* 1.5, in kcal/mol.

=====

*P*
Entry from the OMol25 dataset: a structure of composition C12H18CaO11 (ωB97M-V/def2-TZVPD).

Geometry (Å):
Ca -14.248 12.283 6.754
C -13.299 10.980 2.513
C -12.862 11.995 3.564
O -13.171 11.734 4.777
O -12.094 12.926 3.282
H -12.616 10.889 1.668
H -14.160 11.450 2.016
H -13.701 10.044 2.894
C -14.723 12.101 11.148
C -14.573 12.099 9.608
O -14.349 13.198 9.050
O -14.736 11.073 8.915
H -13.831 11.648 11.587
H -15.628 11.621 11.520
H -14.703 13.102 11.586
C -16.477 9.112 4.407
C -15.605 9.088 5.644
O -15.531 10.187 6.303
O -15.176 8.050 6.211
H -16.233 8.141 3.970
H -16.073 9.968 3.855
H -17.526 9.399 4.438
C -15.160 16.429 5.302
C -13.858 15.606 5.430
O -12.809 16.229 5.181
O -13.814 14.380 5.764
H -16.019 15.921 5.755
H -15.394 16.558 4.246
H -15.164 17.371 5.851
C -18.077 16.134 9.302
C -17.165 14.849 9.279
C -18.143 13.638 9.474
O -18.109 13.043 8.201
C -17.155 13.573 7.442
O -16.782 12.993 6.458
O -16.661 14.676 8.009
H -18.335 16.332 8.261
H -17.448 16.951 9.659
H -18.992 16.028 9.878
H -16.493 14.836 10.135
H -19.107 13.935 9.887
H -17.816 12.917 10.230

Values from the calculation:
net charge	-2
frontier orbital gap	6.1	eV
molar mass	378.34	g mol⁻¹
multiplicity	1

Here are the natural (NBO) charges for atoms 1 to 8, given in e: 1.854, -0.732, 0.774, -0.905, -0.718, 0.198, 0.202, 0.216

=====

*Q*
Entry from the OMol25 dataset: a structure of composition C12H18CaO11 (ωB97M-V/def2-TZVPD).

Geometry (Å):
Ca 1.640 27.521 3.147
C 7.806 24.358 2.368
C 7.378 25.467 3.165
O 6.202 25.619 3.515
O 8.149 26.418 3.424
H 8.550 23.775 2.911
H 8.183 24.720 1.412
H 7.008 23.648 2.153
C 4.382 29.883 -2.290
C 3.673 29.896 -0.990
O 2.447 29.596 -0.902
O 4.456 30.014 -0.040
H 5.288 30.479 -2.404
H 3.606 30.159 -3.005
H 4.682 28.895 -2.640
C -3.151 24.674 6.900
C -2.072 25.484 6.203
O -0.877 25.548 6.603
O -2.341 26.012 5.168
H -2.703 24.045 7.669
H -3.547 23.860 6.293
H -3.961 25.173 7.431
C 2.813 30.280 9.347
C 3.646 30.371 8.044
O 3.151 30.333 6.945
O 4.926 30.371 8.047
H 3.084 29.719 10.241
H 1.729 30.203 9.263
H 3.093 31.240 9.780
C 2.973 23.969 -5.894
C 1.686 24.016 -4.977
C 0.804 22.772 -4.680
O 0.677 22.838 -3.330
C 1.541 23.788 -2.830
O 1.566 24.013 -1.586
O 2.206 24.335 -3.690
H 2.607 23.990 -6.920
H 3.588 23.070 -5.882
H 3.551 24.889 -5.801
H 1.014 24.847 -5.191
H 1.392 21.902 -4.974
H -0.203 22.744 -5.095

Values from the calculation:
net charge	-2
frontier orbital gap	2.5	eV
molar mass	378.34	g mol⁻¹
multiplicity	1

Here are the natural (NBO) charges for atoms 1 to 8, given in e: 1.699, -0.706, 0.707, -0.761, -0.734, 0.205, 0.214, 0.196

=====

Q: What are the energies relative to the best structure? A: *P* 0.0; *Q* 260.5, in kcal/mol.